Version i
Molecular formula: CH5N2O
Method: DFT, wB97M-V/def2-TZVPD

CARTESIAN COORDINATES (ANGSTROEM)
O 0.583 1.322 1.937
H 0.084 0.563 2.199
N -0.897 0.257 -1.511
C -0.501 -0.609 -0.604
N 0.677 -1.176 -0.407
H -0.003 0.631 -1.866
H 0.767 1.133 1.017
H -1.300 -0.844 0.143
H 0.643 -1.956 0.231

Calculated values
HOMO level in eV: -2.59
LUMO energy in eV: 4.69
Net charge: -1

=====

Version ii
Molecular formula: CH5N2O
Method: DFT, wB97M-V/def2-TZVPD

CARTESIAN COORDINATES (ANGSTROEM)
O 2.201 -0.890 0.728
H 1.413 -0.278 0.457
N -1.492 -0.244 -1.232
C -1.273 0.567 -0.196
N -0.072 0.772 0.375
H -0.480 -0.559 -1.481
H 1.967 -1.854 0.927
H -1.989 1.237 0.433
H 0.064 1.477 1.015

Calculated values
HOMO level in eV: -2.78
LUMO energy in eV: 4.77
Net charge: -1

=====

From most stable to least stable, the computed energies give version i, version ii.

=====

Version i
Molecular formula: C5H9FO2
Method: DFT, wB97M-V/def2-TZVPD

CARTESIAN COORDINATES (ANGSTROEM)
C -0.227 -1.089 -1.154
C -0.188 0.607 -1.172
C 1.037 -0.681 0.724
C -1.524 1.262 -0.755
C 0.848 -0.261 2.124
O 0.091 -1.425 0.186
O 0.855 0.804 -0.331
F 2.285 -1.040 0.399
H -1.210 -1.557 -1.410
H 0.531 -1.483 -1.840
H 0.203 0.933 -2.123
H -1.408 2.334 -1.096
H -1.481 1.392 0.278
H -2.448 0.735 -1.089
H 1.617 0.516 2.365
H 1.177 -1.224 2.664
H -0.159 0.178 2.229

Calculated values
HOMO level in eV: -9.39
LUMO energy in eV: 0.94
Net charge: 0

=====

Version ii
Molecular formula: C5H9FO2
Method: DFT, wB97M-V/def2-TZVPD

CARTESIAN COORDINATES (ANGSTROEM)
C -2.645 0.744 0.396
C -1.458 -0.239 -0.032
O -1.525 -1.156 -0.788
O -0.368 0.139 0.516
C 0.896 -0.464 0.238
C 1.957 0.514 0.812
C 1.003 -0.705 -1.255
F 0.884 -1.668 0.992
H -3.166 0.993 -0.574
H -3.358 0.203 1.136
H -2.116 1.636 0.845
H 1.779 0.736 1.819
H 2.909 0.166 0.781
H 2.070 1.393 0.093
H 0.743 -1.741 -1.671
H 2.027 -0.579 -1.487
H 0.366 0.025 -1.818

Calculated values
HOMO level in eV: -10.16
SMILES string: CC(=O)OC(C)(C)F
LUMO energy in eV: 0.85
Net charge: 0

=====

From most stable to least stable, the computed energies give version ii, version i.

=====

Version i
Molecular formula: C5H11NO2
Method: DFT, wB97M-V/def2-TZVPD

CARTESIAN COORDINATES (ANGSTROEM)
C 1.331 -0.661 1.433
C 1.957 0.002 0.412
N 1.365 -0.400 -0.761
C 0.257 -1.176 -0.486
C 0.232 -1.368 0.877
C -0.584 -1.756 -1.568
H 1.640 -0.776 2.455
H 2.669 0.809 0.438
H 1.392 0.124 -1.618
H -0.393 -1.982 1.507
H -1.635 -1.672 -1.258
H -0.521 -1.220 -2.509
H -0.444 -2.833 -1.687
H -0.834 2.669 3.386
H -1.350 2.103 2.128
O -1.450 2.006 3.072
H -1.792 1.518 -1.817
H -0.754 2.472 -2.431
O -1.085 2.139 -1.572

Calculated values
HOMO level (alpha / beta) in eV: 0.79 / -4.75
2S+1: 2
LUMO energy (alpha / beta) in eV: 3.66 / 3.54
Net charge: -1

=====

Version ii
Molecular formula: C5H11NO2
Method: DFT, wB97M-V/def2-TZVPD

CARTESIAN COORDINATES (ANGSTROEM)
C 1.365 0.258 -1.941
C 1.345 0.468 -0.535
N 0.042 0.328 -0.036
C -1.843 0.129 1.286
C -0.415 0.563 1.245
C 0.247 1.101 2.285
O -1.933 -0.801 -1.349
O 2.290 0.710 0.211
H 1.996 -2.110 -1.281
H 0.451 0.185 -2.511
H 2.301 0.390 -2.466
H -0.676 -0.081 -0.677
H -2.404 0.645 0.508
H -2.316 0.295 2.256
H -1.910 -0.914 0.984
H 2.521 -2.654 -1.133
H -0.269 1.332 3.204
H 1.294 1.326 2.165
H -2.084 -1.169 -2.215

Calculated values
HOMO level (alpha / beta) in eV: -3.84 / -3.80
2S+1: 2
LUMO energy (alpha / beta) in eV: 4.06 / 2.46
Net charge: -1

=====

From most stable to least stable, the computed energies give version i, version ii.